1.
Density functional theory data (ωB97M-V/def2-TZVPD) for C36H58As2AuFN2O9P as an isolated structure at a distorted geometry.

Last column: Mulliken charge in e.
Positions of all 110 atoms, in Å:
Au -0.375 -0.098 0.124  2.17
C -0.094 -2.654 -3.896  -1.93
C -1.307 -3.224 -3.145  2.16
C -2.269 -3.852 -4.161  -1.85
C -0.776 -4.331 -2.215  -1.99
P -2.063 -1.836 -2.123  0.37
N -1.003 -1.627 -0.913  -1.20
C -2.324 -0.310 -3.185  2.53
C -3.220 0.677 -2.425  -1.56
C -2.960 -0.604 -4.550  -2.20
C -0.991 0.422 -3.417  -1.40
C -3.678 -2.369 -1.315  2.11
C -3.501 -3.794 -0.770  -1.64
C -3.986 -1.469 -0.111  -1.85
C -4.871 -2.374 -2.282  -1.81
H 0.456 -3.490 -4.331  0.68
H 0.584 -2.121 -3.228  0.21
H -0.381 -1.998 -4.715  0.28
H -1.716 -4.621 -4.706  0.51
H -2.652 -3.145 -4.893  0.33
H -3.108 -4.349 -3.678  0.31
H 0.034 -4.846 -2.733  0.61
H -1.534 -5.075 -1.983  0.28
H -0.381 -3.922 -1.291  0.21
H -4.254 0.350 -2.355  0.20
H -3.215 1.619 -2.978  0.67
H -2.838 0.877 -1.423  -0.10
H -3.870 -1.197 -4.479  0.32
H -2.269 -1.106 -5.226  0.35
H -3.227 0.349 -5.014  0.54
H -0.499 0.689 -2.482  -0.06
H -1.218 1.352 -3.941  0.44
H -0.288 -0.131 -4.030  0.35
H -2.594 -3.897 -0.176  0.11
H -3.500 -4.541 -1.560  0.28
H -4.354 -4.008 -0.123  0.65
H -3.142 -1.416 0.576  0.18
H -4.826 -1.915 0.426  0.65
H -4.276 -0.459 -0.390  0.23
H -4.684 -2.965 -3.177  0.31
H -5.178 -1.376 -2.586  0.29
H -5.721 -2.830 -1.768  0.50
C -3.357 3.383 0.240  -1.06
N -2.568 3.785 -0.909  0.54
C -3.150 4.770 -1.809  -1.18
C -1.336 3.272 -1.103  0.29
C -0.556 3.815 -2.273  -1.77
O -0.849 2.423 -0.345  -0.25
H -3.762 4.265 0.736  0.54
H -2.714 2.850 0.931  0.12
H -4.189 2.738 -0.059  0.36
H -4.176 4.951 -1.500  0.43
H -3.169 4.414 -2.840  0.35
H -2.612 5.719 -1.777  0.32
H -0.373 4.883 -2.142  0.49
H -1.106 3.697 -3.208  0.51
H 0.396 3.301 -2.325  0.20
F -1.431 0.819 6.073  -0.35
C -1.184 0.607 4.768  0.04
C -2.149 0.954 3.844  -0.86
C -1.889 0.730 2.497  -0.35
C -0.676 0.187 2.111  0.18
C 0.272 -0.183 3.051  0.31
C 0.017 0.037 4.400  -0.95
H -3.085 1.381 4.177  0.52
H -2.645 0.976 1.764  0.48
H 1.200 -0.656 2.774  0.37
H 0.737 -0.248 5.157  0.59
C 0.578 -3.934 1.274  -0.97
O 1.199 -2.642 1.191  0.23
C 2.529 -2.646 1.188  -0.49
O 3.212 -3.629 1.093  -0.58
C 3.084 -1.253 1.329  0.10
C 3.983 -1.037 2.285  1.22
As 5.086 0.531 2.658  -0.23
C 4.402 0.756 4.490  -0.98
C 3.984 1.911 1.807  1.23
C 2.928 1.747 1.016  -0.06
As 2.278 0.102 0.204  1.61
C 3.446 0.055 -1.348  -1.30
C 2.169 2.910 0.449  -0.66
O 2.045 3.066 -0.740  -0.52
O 1.624 3.655 1.400  -0.17
C 0.987 4.868 0.972  -0.50
C 4.502 3.307 2.029  -0.04
O 4.316 4.231 1.283  -0.56
O 5.258 3.367 3.127  -0.26
C 5.904 4.630 3.379  -0.79
C 4.251 -2.137 3.273  -0.33
O 3.377 -2.672 3.903  -0.52
O 5.554 -2.356 3.418  -0.34
C 5.915 -3.360 4.387  -0.82
H -0.489 -3.743 1.219  0.00
H 0.845 -4.401 2.221  0.43
H 0.908 -4.566 0.454  0.39
H 4.604 -0.158 5.047  0.37
H 3.331 0.949 4.479  0.26
H 4.927 1.582 4.958  0.39
H 4.472 0.184 -1.010  0.44
H 3.159 0.865 -2.015  0.41
H 3.335 -0.906 -1.848  0.42
H 0.989 5.522 1.839  0.35
H -0.033 4.649 0.667  -0.03
H 1.544 5.315 0.152  0.35
H 6.699 4.418 4.086  0.25
H 5.186 5.326 3.809  0.31
H 6.301 5.039 2.454  0.34
H 6.975 -3.222 4.569  0.27
H 5.723 -4.347 3.970  0.32
H 5.338 -3.229 5.299  0.35

Values from the calculation:
Highest occupied orbital energy (alpha / beta), eV: -10.7 / -10.7
Net charge: +1
LUMO level (alpha / beta), eV: -4.33 / -4.33



2.
Density functional theory data (ωB97M-V/def2-TZVPD) for C19H26N3O8P2Ru as an isolated structure at a distorted geometry.

Last column: Mulliken spin population.
Positions of all 59 atoms, in Å:
Ru 0.052 0.097 0.286  0.88
O -1.873 0.814 1.592  -0.06
C -1.640 2.163 2.022  0.01
C -0.788 2.161 3.293  0.00
C 0.454 1.265 3.173  0.02
C 1.592 1.816 2.355  0.00
C 2.364 2.895 2.781  0.00
C 3.459 3.283 2.026  0.00
C 3.784 2.562 0.884  0.00
C 2.969 1.501 0.524  0.01
N 1.910 1.151 1.243  -0.01
H -2.621 0.802 0.973  0.00
H -2.600 2.643 2.240  0.00
H -1.132 2.720 1.223  0.00
H -1.394 1.788 4.120  0.00
H -0.506 3.188 3.520  0.00
H 0.134 0.295 2.740  -0.01
H 0.824 1.063 4.181  0.00
H 2.111 3.412 3.695  0.00
H 4.072 4.116 2.337  0.00
H 4.649 2.804 0.288  0.00
H 3.192 0.888 -0.342  -0.01
C -0.181 2.826 -4.425  0.00
C -0.602 2.522 -3.018  0.00
O -1.354 3.542 -2.477  0.00
P -1.646 0.977 -2.786  0.01
O -1.107 -0.225 -3.659  0.00
O -3.024 1.292 -3.490  0.00
O -1.764 0.594 -1.361  0.04
P 0.847 2.224 -1.838  0.00
O 1.075 0.597 -2.084  0.02
O 2.045 2.976 -2.198  0.00
O 0.197 2.345 -0.492  0.00
H -1.045 3.008 -5.065  0.00
H 0.425 2.026 -4.843  0.00
H 0.409 3.744 -4.416  0.00
H -1.283 3.507 -1.507  0.00
H -1.387 -0.207 -4.579  0.00
H -3.608 1.947 -3.102  0.00
H 1.786 0.463 -2.721  0.00
N -0.487 -1.960 -0.853  0.09
C -0.453 -3.100 -0.036  -0.01
C -1.237 -4.219 -0.231  0.01
C -1.060 -5.353 0.572  0.00
C -0.095 -5.381 1.549  0.01
C 0.692 -4.239 1.814  0.00
C 1.679 -4.178 2.816  0.00
C 2.357 -3.003 3.021  0.00
C 2.016 -1.878 2.263  -0.01
N 1.103 -1.902 1.315  0.02
C 0.474 -3.067 1.041  0.00
H -1.253 -1.953 -1.523  0.00
H 0.400 -1.795 -1.337  0.00
H -1.970 -4.231 -1.024  0.00
H -1.675 -6.222 0.388  0.00
H 0.070 -6.271 2.136  0.00
H 1.890 -5.050 3.415  0.00
H 3.132 -2.922 3.763  0.00
H 2.516 -0.935 2.432  0.00

Values from the calculation:
Highest occupied orbital energy (alpha / beta), eV: -14.7 / -14.7
Net charge: +2
Expectation value of S²: 1.110
Multiplicity: 2
LUMO level (alpha / beta), eV: -8.96 / -8.52



3.
Density functional theory data (ωB97M-V/def2-TZVPD) for one molecule with the formula C11H12O2 at a distorted geometry.

Last column: Mulliken charge in e.
Positions of all 25 atoms, in Å:
C -1.292 1.823 -2.753  -0.90
C -1.677 1.993 -1.243  -0.46
C -1.291 0.922 -0.292  -0.89
C 0.233 0.682 -0.219  0.26
O 0.743 0.063 -1.543  -0.30
C 1.338 -1.135 -1.214  0.19
O 1.796 -1.957 -1.993  -0.63
C 1.221 -1.381 0.213  0.17
C 1.571 -2.514 1.009  -0.43
C 1.412 -2.429 2.462  -0.55
C 0.939 -1.247 3.027  -0.50
C 0.448 -0.199 2.240  -0.54
C 0.673 -0.236 0.828  0.36
H -1.558 0.703 -2.986  0.23
H -0.155 1.957 -2.992  0.20
H -1.921 2.518 -3.387  0.35
H -2.820 2.003 -1.047  0.27
H -1.354 2.990 -0.780  0.30
H -1.555 1.191 0.700  0.39
H -1.727 -0.067 -0.372  0.43
H 0.738 1.586 -0.152  0.41
H 2.024 -3.388 0.653  0.52
H 1.714 -3.235 3.104  0.40
H 0.828 -1.092 4.072  0.43
H -0.325 0.450 2.667  0.29

Values from the calculation:
Highest occupied orbital energy, eV: -9.5
Net charge: 0
LUMO level, eV: 0.23



4.
Density functional theory data (ωB97M-V/def2-TZVPD) for a 7-piece molecular cluster, H14O7 overall at a distorted geometry.

Last column: Mulliken spin population.
Positions of all 21 atoms, in Å:
O -1.772 2.677 0.263  0.35
H -0.975 2.160 0.379  -0.01
H -1.459 3.548 0.017  -0.01
O 1.836 -1.003 3.080  0.25
H 2.238 -1.856 3.245  -0.01
H 2.087 -0.790 2.181  -0.01
O -1.914 1.130 -3.542  0.04
H -1.317 0.574 -3.043  0.00
H -1.398 1.909 -3.752  0.00
O -0.845 -2.170 1.391  0.00
H -1.497 -2.784 1.053  0.00
H -1.251 -1.795 2.173  0.00
O -0.122 0.270 0.502  0.18
H 0.097 0.218 -0.428  0.00
H -0.379 -0.621 0.739  -0.01
O -0.169 -1.008 -2.080  0.00
H -0.927 -1.546 -2.311  0.00
H 0.544 -1.357 -2.614  0.00
O 2.534 1.096 1.155  0.24
H 3.043 0.387 0.763  -0.01
H 1.644 0.961 0.831  -0.01

Values from the calculation:
Highest occupied orbital energy (alpha / beta), eV: -14.6 / -14.0
Net charge: +1
Expectation value of S²: 0.756
Multiplicity: 2
LUMO level (alpha / beta), eV: -3.35 / -11.19



Number 1: energy -197048.0570 eV. Number 2: energy -62123.8197 eV. Number 3: energy -15695.7877 eV. Number 4: energy -14548.7690 eV.